C28H24BiNO2S4Se2 as an isolated structure, computed with the ωB97M-V functional and the def2-TZVPD basis.

- ΔE to the lowest compared entry with this formula, charge and spin (kcal/mol) = 0.0
- E_LUMO (eV) = 4.277
- frontier orbital gap (eV) = 6.18

Structure (ORCA input):
```
! RIJCOSX wB97M-V def2-TZVPD def2/J DEFGRID3
* xyz -2 1
Bi -1.1070 -0.3320 -0.6306
S -1.3217 -2.8227 -1.1844
C -1.9373 -3.4920 0.3187
C -2.9654 -4.4179 0.2293
C -3.5771 -4.9087 1.3845
C -3.1567 -4.4769 2.6484
C -2.1232 -3.5414 2.7387
C -1.5121 -3.0188 1.5884
S -0.3748 -1.7416 1.7128
H -3.3344 -4.6728 -0.7531
H -4.4224 -5.5993 1.3443
H -3.6356 -4.8175 3.5798
H -1.8021 -3.1658 3.7160
C 4.3237 -4.9856 -1.9819
C 3.3677 -3.8541 -2.0843
C 3.6005 -2.6747 -1.3568
C 2.8674 -1.5234 -1.5888
C 3.1139 -0.2924 -0.7754
C 1.8223 -1.5642 -2.5637
Se 0.6534 -0.0692 -2.9018
C 1.6280 -2.7656 -3.2944
C 0.6179 -2.7935 -4.4343
C 2.3311 -3.9295 -2.9894
H 5.2104 -4.6501 -1.3942
H 4.6468 -5.2449 -3.0040
H 3.8746 -5.8621 -1.4592
H 4.3686 -2.7025 -0.5451
H 4.1904 -0.0925 -0.6324
H 2.6890 -0.3767 0.2490
H 2.6720 0.5996 -1.2473
H -0.3760 -2.4468 -4.0774
H 0.6148 -3.8104 -4.8621
H 0.9596 -2.1067 -5.2253
H 2.1263 -4.8650 -3.5495
O 0.0652 6.1436 3.7047
S 0.0497 5.9590 2.2766
O -0.7040 6.8402 1.4514
N -0.4813 4.3640 2.0117
C 0.5129 3.6228 1.5688
S 0.5980 1.9149 1.4760
C 1.7665 4.3833 1.2703
C 2.9910 3.9295 0.7629
C 4.0200 4.8488 0.6805
C 3.9292 6.1683 1.1522
C 2.7309 6.6100 1.6368
C 1.6772 5.7379 1.6132
H 3.0657 2.8850 0.5277
H 4.9806 4.5523 0.2630
H 4.8128 6.7925 1.1930
H 2.5808 7.6001 2.0692
Se -3.5455 0.3791 -1.9088
C -4.2386 1.1773 -0.3135
C -5.5347 0.8490 0.1257
C -6.0263 1.4041 1.2958
C -5.2256 2.2541 2.0514
C -3.9759 2.6381 1.5644
C -3.4814 2.1270 0.3775
H -6.1516 0.1833 -0.5015
H -7.0258 1.1473 1.6220
H -5.5637 2.7314 2.9679
H -3.3375 3.3134 2.1216
H -2.5214 2.4615 -0.0353
*
```

***

A 10-piece molecular cluster, C20H45N5O25 overall, computed with the ωB97M-V functional and the def2-TZVPD basis.

- E_LUMO (eV) = -0.287
- frontier orbital gap (eV) = 10.53
- SMILES = C[N+](=O)[O-].C[N+](=O)[O-].C[N+](=O)[O-].C[N+](=O)[O-].C[N+](=O)[O-].COC(=O)OC.COC(=O)OC.COC(=O)OC.COC(=O)OC.COC(=O)OC

Structure (ORCA input):
```
! RIJCOSX wB97M-V def2-TZVPD def2/J DEFGRID3
* xyz 0 1
C 3.1534 4.5850 5.3214
N 3.1328 5.9700 4.7916
O 2.4940 6.8177 5.3699
O 3.6718 6.1940 3.7238
H 2.1580 4.4656 5.7492
H 3.9329 4.5854 6.0833
H 3.2925 3.7564 4.6271
C 4.6134 0.0069 -3.8360
N 5.8938 -0.3016 -3.1992
O 6.0882 -1.4060 -2.7825
O 6.7658 0.5366 -3.2183
H 4.0104 -0.9010 -3.8250
H 4.8424 0.3141 -4.8564
H 4.0531 0.7564 -3.2771
C 1.4724 4.8041 -7.2339
N 1.4051 4.7265 -5.6667
O 0.8397 3.7558 -5.1834
O 2.0928 5.5491 -4.9317
H 2.2920 5.4686 -7.5074
H 0.4715 5.1237 -7.5239
H 1.5980 3.7688 -7.5508
C -3.6039 -2.6136 4.1058
N -4.4546 -2.6318 2.8266
O -5.4315 -1.8903 2.7785
O -4.2690 -3.4524 2.0030
H -2.8972 -1.8337 3.8221
H -3.1879 -3.6184 4.1803
H -4.3058 -2.4232 4.9176
C 6.1223 0.1011 2.7249
N 6.5802 0.0342 4.1125
O 7.7982 0.0162 4.3240
O 5.6574 0.1950 4.8987
H 5.4895 0.9609 2.5050
H 5.3857 -0.6896 2.5827
H 6.9499 -0.1008 2.0449
C -5.4056 -2.9876 -7.7067
O -5.6493 -1.7479 -7.0589
C -4.9443 -0.6409 -7.3782
O -4.0792 -0.4910 -8.2391
O -5.3389 0.3097 -6.4713
C -4.5689 1.4802 -6.2829
H -4.6379 -2.8602 -8.4699
H -6.3127 -3.5002 -8.0266
H -4.8728 -3.5671 -6.9528
H -3.7132 1.1809 -5.6777
H -5.1549 2.0735 -5.5811
H -4.3578 2.0595 -7.1818
C -1.0147 2.8967 2.2866
O 0.1904 2.4451 1.7291
C 0.3762 1.4226 0.8464
O 1.4662 0.9770 0.4728
O -0.8663 0.8618 0.5052
C -0.9500 0.1165 -0.6971
H -1.1913 2.5225 3.2950
H -1.8337 2.7093 1.5921
H -0.9761 3.9755 2.4375
H -0.8662 0.8037 -1.5390
H -1.9155 -0.3895 -0.6973
H -0.1011 -0.5614 -0.7868
C 2.8853 -4.7782 -0.0811
O 2.3441 -3.8267 0.8347
C 2.6939 -3.9971 2.2273
O 3.5541 -4.7967 2.5398
O 1.7650 -3.1985 2.9478
C 1.7130 -3.2581 4.3718
H 2.5344 -5.7895 0.1243
H 3.9717 -4.8403 -0.1425
H 2.4734 -4.7240 -1.0888
H 0.9613 -2.5343 4.6867
H 2.6241 -2.7924 4.7475
H 1.6493 -4.2381 4.8448
C -0.2790 6.0433 9.1893
O -1.2806 6.6295 8.3803
C -2.3415 5.8972 7.7659
O -2.5378 4.6452 7.9198
O -3.1004 6.8171 7.0632
C -4.3505 6.3625 6.5907
H 0.6445 5.8364 8.6485
H -0.6578 5.1939 9.7577
H -0.0164 6.6839 10.0312
H -4.8467 7.2103 6.1184
H -5.0041 5.9029 7.3322
H -4.2995 5.7245 5.7084
C -1.8665 -6.1268 -2.7626
O -2.3678 -6.7787 -3.8651
C -1.6079 -6.6400 -4.9540
O -0.6332 -5.9159 -5.2260
O -2.0775 -7.4759 -5.7231
C -1.3443 -8.1310 -6.7530
H -1.5294 -5.1346 -3.0625
H -0.9921 -6.7116 -2.4770
H -2.5099 -6.0145 -1.8899
H -1.7320 -7.7581 -7.7010
H -1.5676 -9.1963 -6.6963
H -0.2616 -8.0083 -6.7254
*
```

***

The molecule C19H18N4O3, computed with the ωB97M-V functional and the def2-TZVPD basis.

- ΔE to the lowest compared entry with this formula, charge and spin (kcal/mol) = 0.0
- E_LUMO (eV) = 0.436
- frontier orbital gap (eV) = 8.70
- SMILES = CC(=O)Nc1ccc(NC(=O)CCc2nc3ccccc3c(=O)[nH]2)cc1

Structure (ORCA input):
```
! RIJCOSX wB97M-V def2-TZVPD def2/J DEFGRID3
* xyz 0 1
C 1.4145 3.2233 7.7207
C 1.4524 2.9119 6.2376
O 1.6088 3.7537 5.3862
N 1.2905 1.5764 5.9900
C 1.2721 0.9032 4.7660
C 1.3743 1.5511 3.5382
C 1.3526 0.8297 2.3606
C 1.2294 -0.5555 2.3851
N 1.2123 -1.3493 1.2276
C 1.2914 -0.9718 -0.0719
O 1.3859 0.1766 -0.4547
C 1.2653 -2.1640 -1.0243
C 1.4371 -1.7477 -2.4908
C 0.1552 -1.2539 -3.0952
N -0.4615 -2.0032 -3.9358
C -1.6319 -1.5366 -4.4823
C -2.3100 -2.3338 -5.4109
C -3.4828 -1.8880 -5.9755
C -4.0107 -0.6441 -5.6321
C -3.3584 0.1530 -4.7191
C -2.1672 -0.2818 -4.1368
C -1.4624 0.5511 -3.1627
O -1.8189 1.6374 -2.7591
N -0.2861 -0.0285 -2.7047
C 1.1234 -1.2050 3.6128
C 1.1434 -0.4851 4.7881
H 0.4602 2.9188 8.1457
H 2.2145 2.6963 8.2368
H 1.5430 4.2922 7.8621
H 1.1798 0.9774 6.7968
H 1.4723 2.6229 3.5101
H 1.4313 1.3439 1.4182
H 1.1285 -2.3406 1.4098
H 2.0794 -2.8375 -0.7455
H 0.3234 -2.7037 -0.8990
H 2.1915 -0.9602 -2.5481
H 1.7640 -2.6059 -3.0766
H -1.8879 -3.2927 -5.6674
H -4.0015 -2.5067 -6.6937
H -4.9317 -0.3086 -6.0849
H -3.7423 1.1208 -4.4332
H 0.2566 0.4844 -2.0083
H 1.0249 -2.2814 3.6469
H 1.0600 -1.0036 5.7332
*
```

***

A 2-piece molecular cluster, C3H4N2O overall, computed with the ωB97M-V functional and the def2-TZVPD basis.

- ΔE to the lowest compared entry with this formula, charge and spin (kcal/mol) = 116.9
- E_LUMO (eV) = -0.237
- frontier orbital gap (eV) = 9.08

Structure (ORCA input):
```
! RIJCOSX wB97M-V def2-TZVPD def2/J DEFGRID3
* xyz 0 1
N 1.2484 0.6360 0.0900
C 1.2892 -0.6095 0.2313
O 0.1885 -1.4024 -0.0836
C -0.6764 -1.0964 -1.0381
C -2.0459 0.9525 0.4518
N -3.1286 0.6346 0.6983
H 2.1306 1.0607 0.3667
H 2.0902 -1.2356 0.6256
H -0.2706 -0.1633 -1.5151
H -1.0280 1.2369 0.2353
*
```

***

Repeat the third record exactly.
The molecule C19H18N4O3, computed with the ωB97M-V functional and the def2-TZVPD basis.

- ΔE to the lowest compared entry with this formula, charge and spin (kcal/mol) = 0.0
- E_LUMO (eV) = 0.436
- frontier orbital gap (eV) = 8.70
- SMILES = CC(=O)Nc1ccc(NC(=O)CCc2nc3ccccc3c(=O)[nH]2)cc1

Structure (ORCA input):
```
! RIJCOSX wB97M-V def2-TZVPD def2/J DEFGRID3
* xyz 0 1
C 1.4145 3.2233 7.7207
C 1.4524 2.9119 6.2376
O 1.6088 3.7537 5.3862
N 1.2905 1.5764 5.9900
C 1.2721 0.9032 4.7660
C 1.3743 1.5511 3.5382
C 1.3526 0.8297 2.3606
C 1.2294 -0.5555 2.3851
N 1.2123 -1.3493 1.2276
C 1.2914 -0.9718 -0.0719
O 1.3859 0.1766 -0.4547
C 1.2653 -2.1640 -1.0243
C 1.4371 -1.7477 -2.4908
C 0.1552 -1.2539 -3.0952
N -0.4615 -2.0032 -3.9358
C -1.6319 -1.5366 -4.4823
C -2.3100 -2.3338 -5.4109
C -3.4828 -1.8880 -5.9755
C -4.0107 -0.6441 -5.6321
C -3.3584 0.1530 -4.7191
C -2.1672 -0.2818 -4.1368
C -1.4624 0.5511 -3.1627
O -1.8189 1.6374 -2.7591
N -0.2861 -0.0285 -2.7047
C 1.1234 -1.2050 3.6128
C 1.1434 -0.4851 4.7881
H 0.4602 2.9188 8.1457
H 2.2145 2.6963 8.2368
H 1.5430 4.2922 7.8621
H 1.1798 0.9774 6.7968
H 1.4723 2.6229 3.5101
H 1.4313 1.3439 1.4182
H 1.1285 -2.3406 1.4098
H 2.0794 -2.8375 -0.7455
H 0.3234 -2.7037 -0.8990
H 2.1915 -0.9602 -2.5481
H 1.7640 -2.6059 -3.0766
H -1.8879 -3.2927 -5.6674
H -4.0015 -2.5067 -6.6937
H -4.9317 -0.3086 -6.0849
H -3.7423 1.1208 -4.4332
H 0.2566 0.4844 -2.0083
H 1.0249 -2.2814 3.6469
H 1.0600 -1.0036 5.7332
*
```